The following is a quantum chemistry calculation of a 2-piece molecular cluster, C4H4OS overall in a non-equilibrium geometry, from the OMol25 dataset.

Structure (XYZ):
```
10
Properties=species:S:1:pos:R:3:forces:R:3:lowdin_charge:R:1
C 1.130 -0.120 1.312 -0.1 -0.2 -1.4 0.03
C 0.466 0.777 0.633 0.2 -0.2 0.2 -0.11
C -0.551 1.570 0.551 -0.5 2.3 -0.8 -0.24
O -1.244 2.439 0.170 0.2 -1.1 0.7 0.14
H 0.811 -0.499 2.223 -0.5 -0.4 1.9 0.05
H 1.886 -0.692 0.822 0.9 0.0 -0.1 0.06
C -0.582 -0.895 -1.281 0.0 -0.5 -2.1 -0.59
S -1.215 0.171 -2.316 -0.5 0.0 0.8 0.64
H 0.229 -1.427 -1.761 0.6 -0.3 0.7 -0.01
H -0.929 -1.324 -0.352 -0.4 0.5 0.2 0.02
```
Positions in Å, forces in eV/Å.

Results
Lowest unoccupied orbital energy = -0.85 eV
Kohn-Sham gap = 7.9 eV
Energy relative to the best compared isomer or geometry (same formula, charge and spin) = 375.4 kJ/mol
SMILES = C=C=C=O.C=S